Record 1
ORCA calculation (wB97M-V/def2-TZVPD) on a 2-piece molecular cluster, C5H11OS overall.

Structure (XYZ):
```
18
Properties=species:S:1:pos:R:3:nbo_charge:R:1
C -1.02 -1.70 0.63 -0.62
C 0.45 -2.19 0.32 -0.39
C 1.64 -1.28 0.82 -0.52
S 1.57 0.45 0.20 -0.73
H -1.17 -1.58 1.71 0.19
H -1.59 -2.54 0.22 0.19
H -1.20 -0.75 0.13 0.22
H 0.52 -3.26 0.77 0.16
H 0.60 -2.30 -0.78 0.19
H 2.51 -1.79 0.42 0.18
H 1.65 -1.20 1.95 0.17
O -2.28 1.89 -1.16 -0.59
C -1.13 1.96 -0.80 0.43
C -0.15 3.08 -1.04 -0.74
H -0.69 1.27 -0.06 0.16
H 0.77 2.58 -1.37 0.26
H 0.03 3.59 -0.12 0.23
H -0.53 3.76 -1.84 0.19
```

Energy relative to the best compared isomer or geometry (same formula, charge and spin) ... 65.14 kJ/mol
HOMO-LUMO gap ... 6.62 eV
LUMO ... 3.94 eV
Energy ... -670.53965 Ha
Charge ... -1

Record 2
ORCA calculation (wB97M-V/def2-TZVPD) on a 2-piece molecular cluster, CHN2O2P overall.

Structure (XYZ):
```
7
Properties=species:S:1:pos:R:3:nbo_charge:R:1
C 1.19 1.12 0.65 0.05
N 2.23 1.33 1.04 -0.41
N -0.63 -1.01 -0.07 0.29
O -0.72 -1.53 1.02 -0.34
O -0.23 -1.52 -1.09 -0.34
P -1.14 0.73 -0.11 0.78
H -0.70 0.88 -1.44 -0.03
```

Energy relative to the best compared isomer or geometry (same formula, charge and spin) ... 205.78 kJ/mol
HOMO-LUMO gap ... 8.88 eV
LUMO ... -2.88 eV
Energy ... -639.84107 Ha

Record 3
ORCA calculation (wB97M-V/def2-TZVPD) on a 2-piece molecular cluster, C8H14N2OS overall.

Structure (XYZ):
```
26
Properties=species:S:1:pos:R:3:nbo_charge:R:1
C -1.80 1.63 0.60 -0.43
C 0.33 1.97 -1.02 -0.45
C -2.10 0.14 0.97 -0.25
C -0.34 1.84 0.37 -0.26
C -0.37 -0.53 -0.87 -0.17
C -0.46 -1.60 0.16 -0.03
C 0.30 0.68 -0.39 0.01
C -0.48 -3.02 -0.34 -0.62
N -1.70 -0.84 -0.13 -0.39
N 3.58 0.70 -0.22 -1.04
O 2.53 -1.47 0.51 -0.95
S 2.36 -0.03 0.79 1.21
H -2.53 2.06 -0.18 0.22
H -1.99 2.22 1.44 0.22
H -0.24 2.05 -1.91 0.22
H 1.22 2.62 -1.01 0.23
H -1.67 -0.09 1.98 0.20
H -3.21 0.02 0.74 0.23
H 0.30 2.19 1.12 0.22
H -0.48 -0.68 -1.87 0.22
H 0.07 -1.44 1.05 0.20
H 0.52 -3.20 -0.25 0.23
H -0.83 -3.14 -1.38 0.21
H -1.23 -3.59 0.16 0.21
H 3.93 1.52 0.14 0.37
H 4.29 -0.02 -0.48 0.40
```

Energy relative to the best compared isomer or geometry (same formula, charge and spin) ... 541.63 kJ/mol
HOMO-LUMO gap (alpha / beta) ... 7.90 / 7.89 eV
LUMO (alpha / beta) ... 0.33 / 0.32 eV
Energy ... -895.96610 Ha

Record 4
ORCA calculation (wB97M-V/def2-TZVPD) on an isolated ion of composition C5H7Br3N2 and charge +2.

Structure (XYZ):
```
17
Properties=species:S:1:pos:R:3:nbo_charge:R:1
C 1.03 0.83 -1.19 -0.42
N 0.36 0.21 -0.07 -0.32
C 0.76 0.65 1.24 -0.49
C 0.31 -1.22 -0.17 0.45
Br 1.82 -2.29 -0.15 0.42
N -0.90 -1.69 0.01 -0.44
C -1.84 -0.70 -0.03 -0.10
Br -3.58 -1.12 -0.04 0.36
C -1.29 0.53 -0.01 0.04
Br -1.95 2.26 -0.06 0.39
H 2.02 0.44 -1.27 0.26
H 0.53 0.37 -2.07 0.25
H 0.95 1.97 -1.06 0.29
H 1.86 0.51 1.50 0.28
H 0.89 1.69 1.51 0.31
H 0.10 0.18 1.94 0.25
H -1.09 -2.63 -0.08 0.48
```

Energy relative to the best compared isomer or geometry (same formula, charge and spin) ... 0.00 kJ/mol
HOMO-LUMO gap ... 7.27 eV
LUMO ... -10.36 eV
Energy ... -8025.48843 Ha
Charge ... +2

Record 5
ORCA calculation (wB97M-V/def2-TZVPD) on a 2-piece molecular cluster, C4H5Cl3O overall.

Structure (XYZ):
```
13
Properties=species:S:1:pos:R:3:nbo_charge:R:1
C 0.93 1.50 -1.27 0.45
C -0.19 -0.21 1.42 -0.66
C -0.50 -1.18 -1.18 -0.26
C -0.79 -0.14 -0.04 -0.11
O 1.64 1.93 -0.44 -0.44
Cl 1.25 -1.28 -1.26 0.00
Cl -1.25 -2.92 -1.23 -0.10
Cl -2.33 0.60 -0.19 0.00
H 0.63 1.24 -2.27 0.20
H -0.97 -0.02 2.03 0.22
H 0.23 -1.29 1.54 0.23
H 0.56 0.60 1.50 0.24
H -0.88 -0.82 -2.19 0.23
```

Energy relative to the best compared isomer or geometry (same formula, charge and spin) ... 417.82 kJ/mol
HOMO-LUMO gap (alpha / beta) ... 7.06 / 8.40 eV
LUMO (alpha / beta) ... -0.52 / 0.32 eV
Energy ... -1611.07254 Ha

Record 6
ORCA calculation (wB97M-V/def2-TZVPD) on C19H27CsN4O5P as an isolated structure.

Structure (XYZ):
```
57
Properties=species:S:1:pos:R:3:mulliken_charge:R:1
Cs -1.41 1.12 -3.05 1.34
O -2.71 4.93 -0.14 -0.78
C -2.40 4.20 -1.10 0.13
O -3.07 3.29 -1.64 -0.76
C -0.96 4.43 -1.64 0.47
C -0.10 5.27 -0.92 -0.39
C 1.21 5.41 -1.34 -0.37
C 1.63 4.71 -2.46 -0.37
C 0.72 3.91 -3.14 0.38
N -0.55 3.80 -2.74 -0.46
C 1.23 3.05 -4.33 0.24
O 2.41 3.23 -4.65 -0.76
O 0.39 2.23 -4.77 -0.81
H -0.50 5.77 -0.06 0.50
H 1.89 6.05 -0.80 0.40
H 2.65 4.74 -2.83 0.48
O -0.76 -1.23 -1.49 -0.93
P -0.30 -1.39 -0.11 -0.38
N -0.96 -0.21 0.84 0.26
C -2.08 0.67 0.45 0.65
C -2.24 1.58 1.66 -0.65
C -1.93 0.65 2.83 -0.80
C -0.75 -0.15 2.29 -0.36
N -0.61 -2.80 0.73 0.45
C -1.96 -3.13 1.18 -0.44
C -1.72 -4.38 2.01 -0.72
C -0.57 -5.11 1.28 -0.63
C 0.04 -4.05 0.35 -0.44
N 1.36 -1.32 -0.07 0.44
C 2.19 -1.50 1.12 -0.48
C 3.56 -1.86 0.55 -0.76
C 3.58 -1.07 -0.76 -0.66
C 2.17 -1.23 -1.30 -0.57
H -2.99 0.08 0.27 0.32
H -1.92 1.28 -0.43 -1.19
H -3.23 2.04 1.69 0.39
H -1.51 2.39 1.59 0.26
H -2.78 -0.01 3.02 0.31
H -1.69 1.18 3.75 0.38
H -0.69 -1.16 2.73 0.33
H 0.19 0.36 2.52 0.28
H -2.63 -3.34 0.34 0.34
H -2.39 -2.30 1.75 0.19
H -2.62 -5.00 2.10 0.38
H -1.41 -4.10 3.02 0.27
H -0.94 -5.96 0.71 0.31
H 0.16 -5.49 1.99 0.28
H -0.15 -4.29 -0.70 0.32
H 1.12 -3.96 0.47 0.08
H 1.78 -2.27 1.78 0.35
H 2.25 -0.57 1.70 0.29
H 3.61 -2.93 0.35 0.28
H 4.37 -1.60 1.23 0.38
H 4.34 -1.41 -1.47 0.37
H 3.77 -0.01 -0.55 0.28
H 2.07 -2.15 -1.89 0.29
H 1.86 -0.40 -1.92 0.28
```

HOMO-LUMO gap ... 7.09 eV
LUMO ... 1.96 eV
Energy ... -1697.15953 Ha
Charge ... -1

Record 7
ORCA calculation (wB97M-V/def2-TZVPD) on an isolated ion of composition C3H8FNP and charge +1.

Structure (XYZ):
```
14
Properties=species:S:1:pos:R:3:nbo_charge:R:1
N 1.76 0.21 0.55 -0.66
C 0.44 -0.45 0.32 -0.15
C 0.10 -0.80 -1.10 -0.44
C -0.67 0.23 -0.37 0.18
F -0.50 1.51 -0.60 -0.32
P -2.45 -0.32 0.37 0.27
H 1.83 1.20 0.23 0.46
H 2.57 -0.28 0.27 0.44
H 1.97 0.30 1.56 0.45
H 0.14 -0.97 1.18 0.24
H 0.87 -0.30 -1.88 0.25
H -0.33 -1.70 -1.41 0.26
H -3.14 0.58 -0.39 0.01
H -2.59 0.80 1.27 0.01
```

Energy relative to the best compared isomer or geometry (same formula, charge and spin) ... 14.62 kJ/mol
HOMO-LUMO gap ... 10.18 eV
LUMO ... -3.86 eV
Energy ... -614.73157 Ha
Charge ... +1